# 1
{"formula": "C2H2FIS", "method": "ωB97M-V/def2-TZVPD", "mol_weight_g_mol": 204.01, "e_tot_ev": -23757.5450, "total_charge": 0, "e_lumo_ev": -1.633, "homo_lumo_gap_ha": 0.316, "e_homo_ev": -10.228, "symbols": ["C", "C", "F", "S", "I", "H", "H"], "positions_angstrom": [[-0.073, -0.738, -0.362], [0.154, 0.650, -0.091], [-1.776, -0.992, 0.379], [0.525, -2.036, -0.960], [1.087, 0.815, 1.868], [0.855, 1.086, -0.802], [-0.773, 1.216, -0.033]], "atomic_forces_ev_per_a": [[-2.773, -1.785, 0.974], [0.067, 0.860, 0.476], [3.122, 0.630, -1.305], [-0.271, 0.620, 0.203], [-0.223, -0.050, -0.417], [-0.014, -0.103, 0.069], [0.092, -0.172, 0.000]], "lowdin_charge": [-0.788, -0.650, -0.363, 0.880, 0.804, 0.058, 0.059]}

# 2
{"formula": "C5H8N", "method": "ωB97M-V/def2-TZVPD", "mol_weight_g_mol": 82.13, "e_tot_ev": -6787.8475, "total_charge": 1, "e_lumo_ev": [-7.022, -4.345], "homo_lumo_gap_ha": [0.277, 0.385], "e_homo_ev": [-14.551, -14.825], "symbols": ["C", "C", "C", "C", "C", "N", "H", "H", "H", "H", "H", "H", "H", "H"], "positions_angstrom": [[-0.327, 1.429, 0.713], [-0.999, 0.289, 0.465], [1.183, 0.045, -1.083], [1.448, -0.459, 0.321], [-1.922, -0.782, 0.196], [0.432, 0.514, 0.077], [0.314, 3.759, 1.065], [2.007, 0.532, -1.605], [0.656, -0.530, -1.741], [1.096, -1.467, 0.505], [2.469, -0.124, 0.710], [-2.502, -0.949, 1.067], [-1.300, -1.627, -0.096], [-2.554, -0.630, -0.594]], "atomic_forces_ev_per_a": [[-3.583, 0.267, 0.957], [1.078, 4.664, 0.488], [1.675, 0.824, 0.915], [2.420, -0.093, -0.494], [1.967, -0.701, 1.061], [3.002, -2.611, -1.599], [-0.355, -1.090, -0.106], [-0.465, 0.899, 0.567], [-1.658, -1.578, -1.405], [0.091, 0.099, 0.545], [-1.861, -0.508, -0.115], [-0.492, -0.575, 0.887], [-0.203, -0.506, 0.396], [-1.616, 0.909, -2.097]], "lowdin_charge": [0.156, -0.065, 0.016, -0.017, 0.028, -0.173, 0.227, 0.140, 0.096, 0.129, 0.167, 0.106, 0.110, 0.080]}